No. 1
{"formula": "HN3O4", "method": "ωB97M-V with the def2-TZVPD basis set", "elements": ["O", "N", "O", "O", "H", "N", "N", "O"], "xyz": [[-2.311, 0.972, -0.474], [-1.691, 0.260, 0.210], [-1.236, 0.351, 1.325], [-1.332, -0.956, -0.455], [-0.793, -1.334, 0.249], [1.450, -0.287, -0.391], [2.427, 0.257, -0.295], [3.486, 0.737, -0.169]], "atomic_forces_ev_per_a": [[-1.00, 1.38, -0.21], [1.54, -2.04, -0.35], [-0.52, 0.43, -0.15], [-0.55, 0.76, 0.71], [0.36, -0.57, -0.03], [0.62, 0.66, 0.00], [-1.06, -1.26, 0.04], [0.61, 0.64, -0.01]], "mulliken_charge": [-0.52, 1.04, -0.52, -0.39, 0.38, -0.25, 0.77, -0.51], "multiplicity": 1, "e_above_lowest_kj_mol": 6.30, "orbital_gap_ev": 12.5, "total_charge": 0, "e_lumo_ev": 0.34, "smiles": "O=[N+]([O-])O.N#[N+][O-]", "e_tot_ha": -465.63782, "e_homo_ev": -12.19}

No. 2
{"formula": "C17H24N2O4", "method": "ωB97M-V with the def2-TZVPD basis set", "elements": ["C", "C", "C", "N", "C", "C", "C", "C", "C", "O", "C", "C", "O", "C", "C", "C", "O", "N", "C", "C", "O", "C", "C", "H", "H", "H", "H", "H", "H", "H", "H", "H", "H", "H", "H", "H", "H", "H", "H", "H", "H", "H", "H", "H", "H", "H", "H"], "xyz": [[1.848, -0.362, -2.758], [0.958, 0.611, -2.734], [-0.516, 0.374, -2.929], [-1.242, 0.073, -1.699], [-1.334, 1.156, -0.736], [0.000, 1.486, -0.106], [0.471, 2.781, -0.035], [1.704, 3.050, 0.547], [2.487, 2.026, 1.050], [3.713, 2.180, 1.622], [4.246, 3.476, 1.717], [2.010, 0.697, 0.978], [2.839, -0.259, 1.477], [2.451, -1.604, 1.345], [0.770, 0.452, 0.421], [-1.312, -1.242, -1.332], [-0.704, -2.128, -1.899], [-2.141, -1.501, -0.234], [-2.007, -2.826, 0.350], [-2.590, -2.771, 1.762], [-3.943, -2.373, 1.748], [-4.096, -1.117, 1.132], [-3.547, -1.135, -0.297], [2.897, -0.179, -2.594], [1.550, -1.384, -2.926], [1.260, 1.633, -2.549], [-0.659, -0.486, -3.587], [-0.986, 1.256, -3.375], [-1.733, 2.037, -1.248], [-2.024, 0.871, 0.058], [-0.113, 3.596, -0.434], [2.046, 4.072, 0.590], [4.385, 3.930, 0.730], [5.216, 3.360, 2.198], [3.616, 4.129, 2.331], [2.269, -1.872, 0.299], [3.285, -2.189, 1.730], [1.554, -1.825, 1.936], [0.389, -0.554, 0.360], [-0.951, -3.096, 0.377], [-2.543, -3.579, -0.245], [-2.568, -3.756, 2.229], [-2.002, -2.064, 2.369], [-5.167, -0.905, 1.133], [-3.570, -0.346, 1.717], [-3.676, -0.167, -0.778], [-4.104, -1.889, -0.876]], "atomic_forces_ev_per_a": [[0.14, -0.06, -0.12], [-0.02, 0.10, -0.16], [-0.06, -0.23, -0.16], [-0.17, 0.10, -0.17], [-0.04, 0.05, 0.23], [-0.03, 0.35, 0.13], [-0.25, -0.29, -0.03], [0.33, 0.02, 0.13], [0.11, -0.06, 0.04], [-0.28, -0.33, -0.09], [0.07, 0.22, 0.01], [0.02, -0.02, 0.06], [0.02, 0.45, -0.03], [-0.07, -0.23, -0.03], [0.16, 0.00, 0.19], [-0.36, 0.01, 0.18], [0.22, -0.24, -0.15], [0.16, -0.13, -0.01], [0.01, -0.05, 0.30], [0.29, -0.16, -0.16], [-0.14, -0.10, 0.04], [-0.08, 0.21, -0.32], [-0.27, 0.12, 0.30], [0.20, 0.12, 0.03], [-0.11, -0.20, -0.03], [0.15, 0.07, 0.04], [-0.01, 0.19, -0.01], [0.01, -0.09, -0.02], [-0.01, -0.04, 0.09], [-0.02, 0.09, -0.14], [-0.08, 0.08, -0.07], [0.10, 0.08, 0.03], [-0.02, -0.01, 0.04], [-0.06, 0.06, -0.04], [0.02, -0.02, -0.04], [-0.01, 0.02, 0.03], [-0.09, 0.00, -0.03], [0.01, 0.02, -0.03], [0.07, -0.15, 0.02], [-0.07, -0.05, 0.02], [0.09, 0.04, 0.03], [0.07, 0.06, -0.01], [-0.01, -0.08, -0.04], [0.07, 0.06, -0.02], [-0.05, -0.03, -0.07], [0.00, -0.01, 0.03], [0.03, 0.10, 0.00]], "mulliken_charge": [-0.81, 0.02, -1.08, 0.26, -0.92, -0.22, -1.32, -0.52, 0.90, -0.43, -0.98, 0.76, -0.48, -0.78, 0.39, -0.13, -0.67, 0.67, -0.61, -0.61, -0.41, -0.58, -0.73, 0.31, 0.28, 0.36, 0.55, 0.36, 0.31, 0.11, 0.36, 0.40, 0.37, 0.24, 0.37, 0.32, 0.27, 0.30, 0.43, 0.39, 0.35, 0.37, 0.29, 0.35, 0.33, 0.47, 0.38], "multiplicity": 1, "e_above_lowest_kj_mol": 314.56, "orbital_gap_ev": 8.8, "total_charge": 0, "e_lumo_ev": 0.77, "smiles": "C=CCN(Cc1ccc(OC)c(OC)c1)C(=O)N1CCOCC1", "e_tot_ha": -1072.61091, "e_homo_ev": -8.07}

No. 3
{"formula": "C3H31N2O12", "method": "ωB97M-V with the def2-TZVPD basis set", "elements": ["N", "C", "C", "N", "C", "O", "H", "H", "H", "H", "H", "H", "H", "H", "H", "H", "H", "O", "H", "H", "O", "H", "H", "O", "H", "H", "O", "H", "H", "O", "H", "H", "O", "H", "H", "O", "H", "H", "O", "H", "H", "O", "H", "H", "O", "H", "H", "O"], "xyz": [[-0.369, 1.230, 0.286], [0.927, 1.926, 0.824], [2.125, 1.858, -0.214], [3.102, 0.927, -0.073], [3.411, 0.518, 1.287], [1.919, 2.464, -1.283], [-0.244, 0.191, 0.489], [-0.411, 1.308, -0.760], [-1.254, 1.515, 0.717], [0.482, 2.867, 1.247], [1.298, 1.208, 1.535], [3.708, 0.720, -0.867], [2.761, -0.360, 1.581], [3.251, 1.157, 2.096], [4.322, 0.149, 1.435], [2.050, -2.342, -3.460], [2.296, -1.106, -2.524], [2.078, -2.085, -2.574], [-2.339, -0.630, -2.122], [-1.736, -0.163, -3.471], [-2.052, -0.849, -2.973], [-2.612, 3.595, 0.724], [-1.894, 3.890, -0.640], [-1.944, 3.149, 0.040], [2.024, -3.185, -0.655], [0.729, -3.776, -0.043], [1.267, -2.953, -0.124], [1.237, -1.156, -0.815], [0.229, -0.813, -2.090], [0.315, -0.716, -1.128], [-0.407, 1.817, 3.257], [-0.385, 0.355, 3.035], [-0.963, 1.147, 2.956], [-2.719, -3.571, -1.518], [-1.513, -3.287, -2.316], [-1.843, -3.992, -1.619], [-0.291, 1.725, -4.232], [-0.685, 2.662, -3.089], [-0.426, 1.807, -3.314], [0.069, -1.987, 3.415], [0.607, -0.950, 4.371], [0.219, -1.033, 3.446], [-3.047, -2.286, 1.072], [-1.541, -2.792, 1.302], [-2.202, -2.046, 1.397], [-3.865, 1.323, 1.492], [-2.738, 1.133, 2.363], [-2.946, 1.437, 1.538]], "atomic_forces_ev_per_a": [[2.63, -1.82, -0.82], [-1.11, -1.12, 0.07], [-4.20, 1.20, -1.45], [-0.18, 1.08, 1.87], [-3.07, -1.96, -0.82], [1.58, -0.70, 0.48], [-0.59, 1.51, -0.75], [-0.24, -0.19, 1.15], [-0.23, 0.61, 0.38], [1.55, -0.44, -0.62], [-0.64, 0.46, 1.07], [0.25, 0.10, -0.03], [0.17, 0.44, -0.64], [-0.57, 2.03, 0.63], [4.15, -1.37, -0.28], [0.15, -0.50, -2.42], [-0.30, -2.01, -0.83], [0.74, 2.43, 2.46], [-0.55, 1.10, 1.66], [0.84, 3.06, -1.34], [-0.26, -4.21, -0.23], [2.02, -1.80, -1.98], [0.01, -1.30, 1.09], [-2.07, 4.17, 0.36], [0.30, -0.46, -0.44], [0.54, 0.93, -0.26], [-0.53, -0.85, 1.07], [-3.88, 0.56, -1.41], [0.06, -0.46, 0.38], [3.30, -0.32, 0.91], [0.99, 2.14, 1.14], [-0.97, -0.15, 0.16], [-0.02, -1.43, -0.64], [0.18, -0.80, 0.30], [-0.40, -2.22, 1.84], [0.27, 3.10, -2.10], [0.22, 0.31, -1.78], [-0.70, 2.24, -0.02], [0.52, -2.52, 1.81], [-0.32, 0.07, -0.42], [-0.71, 0.10, -1.54], [1.67, -0.79, 2.14], [-1.01, -0.89, -0.51], [-1.81, 1.07, -0.22], [2.89, -0.11, 0.64], [-2.12, -0.16, -0.61], [1.27, -1.25, 3.53], [0.16, 1.15, -2.95]], "mulliken_spin": [-0.01, -0.02, -0.10, 0.51, 0.00, 0.54, 0.00, 0.00, 0.00, -0.01, 0.01, -0.02, 0.05, 0.02, 0.00, 0.00, 0.00, 0.00, 0.00, 0.00, 0.00, 0.00, 0.00, 0.00, 0.00, 0.00, 0.00, 0.00, 0.00, 0.01, 0.00, 0.00, 0.00, 0.00, 0.00, 0.00, 0.00, 0.00, 0.01, 0.00, 0.00, 0.00, 0.00, 0.00, 0.00, 0.00, 0.00, 0.00], "multiplicity": 2, "e_above_lowest_kj_mol": 478.45, "orbital_gap_ev": [8.0, 3.4], "total_charge": 2, "e_lumo_ev": [-7.68, -12.31], "e_tot_ha": -1144.51008, "e_homo_ev": [-15.68, -15.68]}

No. 4
{"formula": "C2H3NO2", "method": "ωB97M-V with the def2-TZVPD basis set", "elements": ["N", "C", "O", "C", "O", "H", "H", "H"], "xyz": [[0.819, -0.740, -0.716], [-0.229, -0.191, -0.184], [-1.281, -0.717, -0.692], [-0.279, 0.892, 0.863], [0.728, 1.388, 1.299], [-0.256, -1.316, -1.274], [1.774, -0.493, -0.488], [-1.293, 1.182, 1.188]], "atomic_forces_ev_per_a": [[-0.03, 0.12, 0.11], [0.29, -0.13, -0.14], [0.00, 0.01, 0.02], [0.37, 0.24, 0.23], [-0.53, -0.24, -0.21], [-0.05, 0.02, 0.02], [-0.16, -0.02, -0.01], [0.11, 0.00, -0.02]], "mulliken_charge": [-0.52, 0.47, -0.63, 0.01, -0.43, 0.53, 0.23, 0.34], "multiplicity": 1, "e_above_lowest_kj_mol": 231.95, "orbital_gap_ev": 9.9, "total_charge": 0, "e_lumo_ev": -0.60, "e_tot_ha": -283.16966, "e_homo_ev": -10.49}